Computed, not measured: 3 unconnected molecules or ions with the total composition C40H37ClF2N2O4, with wB97M-V/def2-TZVPD.

XYZ file:
```
86
Properties=species:S:1:pos:R:3:forces:R:3
C 2.6936 3.1006 3.5293 0.17 -0.06 0.25
C 1.4650 2.5092 4.1628 -0.01 -0.03 0.00
C 0.7061 3.2458 5.0773 0.08 0.00 -0.04
O 1.0829 4.5305 5.4233 -0.17 -0.04 -0.03
C -0.4127 2.7145 5.7027 -0.06 -0.08 0.03
C -0.8304 1.4308 5.4065 0.13 -0.15 -0.02
C -0.1265 0.6978 4.4617 -0.05 0.10 0.03
C 1.0072 1.2274 3.8536 -0.10 0.01 -0.05
C 1.6821 0.3267 2.8672 0.11 -0.04 0.03
O 2.8881 0.2196 2.8013 -0.07 0.09 -0.08
C 0.7467 -0.4580 1.9979 -0.10 0.04 -0.02
C 0.9856 -0.6449 0.6284 -0.02 -0.08 0.42
C 2.1907 -0.0554 -0.0569 -0.20 0.51 -0.36
C 1.8248 0.7937 -1.3011 0.43 0.03 0.65
C 1.6043 2.2621 -0.9254 -0.12 0.01 -0.32
Cl -0.1325 2.7175 -0.9503 -0.05 -0.01 0.15
C 0.0215 -1.3563 -0.0716 0.00 0.02 0.17
C -1.1253 -1.8805 0.5197 0.02 -0.16 -0.26
C -2.1056 -2.5623 -0.4210 -0.24 0.30 -0.04
N -2.6645 -1.6702 -1.4444 0.05 -0.18 -0.01
C -1.3470 -1.7298 1.8876 0.34 0.13 0.27
C -2.5685 -2.2871 2.5787 0.07 -0.03 0.05
C -3.6687 -1.2293 2.8036 0.08 -0.26 0.09
C -4.9765 -1.5746 2.1272 0.00 0.32 -0.04
O -5.0712 -2.3334 1.1941 -0.07 -0.31 0.24
N -6.1177 -0.9487 2.7080 0.03 -0.31 -0.44
C -6.3242 0.4101 2.2569 0.07 0.13 0.43
C -6.0906 0.7935 0.9425 0.04 0.12 -0.12
C -6.2997 2.1118 0.5547 0.01 0.00 0.08
C -6.7560 3.0467 1.4730 -0.03 -0.08 0.14
C -6.9919 2.6584 2.7868 0.02 -0.04 -0.06
C -6.7652 1.3483 3.1829 -0.02 0.10 -0.10
C -0.3970 -0.9820 2.6105 -0.14 -0.16 -0.16
C -0.5671 -0.6701 4.0699 -0.02 -0.11 0.07
O -1.0244 -1.4417 4.8856 -0.12 0.16 -0.09
H 2.5330 3.3279 2.4743 -0.02 0.04 -0.03
H 3.5263 2.4043 3.5956 -0.04 -0.03 -0.08
H 2.9845 4.0070 4.0542 -0.05 0.09 -0.09
H 0.9250 5.1067 4.6679 0.13 0.07 0.02
H -0.9524 3.3249 6.4134 0.02 0.05 0.00
H -1.6994 0.9929 5.8775 -0.01 0.01 0.05
H 2.7110 0.6153 0.6191 0.13 -0.20 0.12
H 2.9226 -0.8221 -0.3108 -0.09 -0.11 -0.02
H 0.9338 0.4144 -1.7877 0.10 -0.04 -0.26
H 2.6711 0.7523 -1.9886 -0.14 -0.05 -0.19
H 1.9742 2.4921 0.0702 -0.02 0.01 0.04
H 2.0855 2.9317 -1.6330 -0.01 0.01 -0.01
H 0.1291 -1.5318 -1.1358 0.08 0.17 -0.03
H -1.6063 -3.3818 -0.9384 0.00 -0.07 0.03
H -2.9519 -2.9653 0.1252 0.06 -0.13 -0.01
H -1.9713 -1.4231 -2.1386 0.03 0.10 0.03
H -2.9990 -0.8140 -1.0208 -0.01 0.04 -0.02
H -2.9640 -3.1297 2.0204 -0.09 0.09 -0.08
H -2.2699 -2.6807 3.5451 0.01 0.03 -0.02
H -3.8859 -1.1257 3.8657 0.05 0.12 0.01
H -3.3321 -0.2510 2.4496 -0.14 0.08 -0.02
H -6.9166 -1.5268 2.4625 -0.08 0.13 -0.12
H -5.7523 0.0746 0.2063 -0.01 -0.10 0.07
H -6.1031 2.3951 -0.4708 -0.03 0.04 -0.01
H -6.9352 4.0744 1.1876 0.04 -0.01 -0.10
H -7.3467 3.3832 3.5075 0.00 0.01 0.02
H -6.9250 1.0449 4.2086 0.00 -0.05 0.00
F 1.1325 -1.1017 -3.6730 0.01 -0.03 -0.07
C 1.9062 -2.2156 -3.6673 -0.06 -0.09 0.04
C 2.2116 -2.8150 -4.8702 -0.13 -0.05 -0.06
C 2.9844 -3.9664 -4.8531 0.02 -0.01 0.11
C 3.4261 -4.4938 -3.6466 0.01 0.00 -0.04
C 3.1038 -3.8639 -2.4528 0.08 0.05 0.08
C 2.3455 -2.7013 -2.4519 -0.05 -0.12 -0.32
H 1.8440 -2.3913 -5.7938 0.01 0.02 0.00
H 3.2383 -4.4520 -5.7854 0.00 0.01 -0.01
H 4.0235 -5.3953 -3.6364 0.00 0.00 0.00
H 3.4503 -4.2742 -1.5133 0.00 0.00 0.01
H 2.0682 -2.1829 -1.5520 0.06 -0.09 0.14
F 3.9838 -1.5357 -7.0363 0.01 0.04 0.02
C 4.6140 -0.4364 -6.5659 0.07 0.07 -0.01
C 5.5009 0.2161 -7.3981 0.03 -0.01 -0.07
C 6.1499 1.3460 -6.9223 -0.02 0.00 0.04
C 5.9099 1.8019 -5.6337 0.01 0.01 0.01
C 5.0141 1.1248 -4.8181 0.03 0.01 -0.05
C 4.3534 -0.0045 -5.2806 -0.01 0.01 0.01
H 5.6755 -0.1596 -8.3972 -0.02 -0.01 0.00
H 6.8454 1.8716 -7.5628 0.01 -0.01 -0.01
H 6.4202 2.6821 -5.2668 0.00 0.00 0.00
H 4.8272 1.4758 -3.8115 -0.01 0.00 0.01
H 3.6506 -0.5391 -4.6605 -0.01 -0.04 0.01
```
Positions in Å, forces in eV/Å.

Properties
- SMILES string = Cc1c(O)ccc2c1C(=O)c1c(CCCCl)cc(CN)c(CCC(=O)Nc3ccccc3)c1C2=O.Fc1ccccc1.Fc1ccccc1
- 2S+1 = 1
- net charge = 0
- HOMO level (eV) = -8.9
- gap between HOMO and LUMO (eV) = 8.39

Atom charges from the Mulliken analysis, given in e for atoms 1 to 4:
1. C -1.71
2. C 0.45
3. C 0.42
4. O -0.65